No. 1
A molecular structure, C27H20F2N2O5RuTe in a non-equilibrium geometry. Source: OMol25; level of theory: ωB97M-V/def2-TZVPD.

CARTESIAN COORDINATES (ANGSTROEM)
Te 1.6796 1.4665 -0.6771
Ru 0.5604 -0.3543 1.0140
F -4.5220 0.0269 -0.2596
F -2.4078 -3.8599 -1.7976
O 0.3158 1.1255 3.5605
O 3.5283 -3.1564 0.9904
O 6.2689 0.9771 2.6952
O 1.6410 -2.0436 0.6238
O 1.7746 2.5795 4.5723
N 2.2908 -0.1766 2.3366
N -0.8084 0.9726 1.5950
C -2.3510 -2.7219 -1.0618
C -2.1061 0.7473 1.3389
C -0.9326 1.0718 -2.3177
C -1.1861 -2.3962 -0.4000
C -1.3172 2.4112 -1.7737
C 3.9813 1.3293 3.2069
C -2.5070 -1.6107 -4.4984
C 2.0195 -1.2999 -2.4188
C 2.6245 0.9187 3.1113
C 0.3120 0.5039 -2.0370
C 1.6155 1.6145 3.8229
C -1.1309 -1.2225 0.3428
C -1.8288 0.3889 -3.1260
C -3.4729 -1.9120 -1.0280
C -2.2814 -0.4065 0.4538
C 3.2777 -0.9574 1.8954
C -0.2522 -1.3618 -3.4396
C 2.8131 -2.1789 1.1223
C -3.4159 -0.7613 -0.2639
C -3.1201 1.4975 1.9097
C 4.6153 -0.6750 2.0523
C -1.4993 2.6946 3.2202
C -0.3948 1.9121 2.5923
C -1.5158 -0.8432 -3.6763
C -2.7818 2.4886 2.8629
C 0.6706 -0.7030 -2.6415
C 4.9679 0.5598 2.6612
H -4.3654 -2.1565 -1.5805
H 0.0064 -2.3148 -3.8792
H 5.3546 -1.3666 1.6808
H 0.3436 2.6117 2.1330
H -2.9048 -2.4436 -3.9194
H -2.0345 -2.0242 -5.3876
H 2.2158 -2.1129 -3.1140
H 2.0722 -1.6979 -1.4035
H -0.5450 3.1437 -2.0150
H -1.2002 3.3988 3.9814
H 2.7977 -0.5419 -2.5327
H 6.8158 0.3192 2.2470
H -3.3372 -0.9774 -4.8029
H -4.1507 1.3011 1.6727
H -1.4202 2.3730 -0.6879
H -3.5761 3.0715 3.3084
H -0.3280 -3.0528 -0.4588
H -2.7986 0.8288 -3.3191
H -2.2632 2.7392 -2.1989
H 4.1931 2.2561 3.7123

* multiplicity: 2
* E_LUMO (spin up / spin down): 1.163 / 1.274 eV
* total charge: -1
* gap between HOMO and LUMO (spin up / spin down): 5.2178 / 5.4138 eV
* E_HOMO (spin up / spin down): -4.1 / -4.1 eV
* max |F|: 5.19 eV/Å

Atom charges from the Mulliken analysis, given in e for atoms 1 to 8:
1. Te -0.188
2. Ru -0.700
3. F -0.428
4. F -0.457
5. O -0.309
6. O -0.752
7. O -0.544
8. O -0.472



No. 2
2 unconnected molecules or ions with the total composition C27H20F3N2O6S4 in a non-equilibrium geometry. Source: OMol25; level of theory: ωB97M-V/def2-TZVPD.

CARTESIAN COORDINATES (ANGSTROEM)
S 1.2132 1.3050 2.3026
S 2.0201 1.5283 -2.1803
S -1.2942 -2.3722 0.3728
S -0.7626 2.6858 -1.6916
F -2.6452 -4.4704 -0.4585
F -1.0130 -3.7730 -1.7958
F -2.9667 -2.6738 -1.7190
O 2.8488 1.2483 -1.0479
O 0.5823 1.8276 3.5063
O -0.9546 3.2291 -3.0215
O 1.6359 2.1462 1.2200
O 2.3559 2.5779 -3.1235
O -0.7482 3.5740 -0.5494
N 1.7680 -1.7023 0.5772
N 0.5116 1.7679 -1.7060
C -4.0216 -0.0084 2.6854
C -2.8601 0.6500 -1.1826
C -4.7924 2.6635 -1.2707
C -2.4547 1.9634 -1.4380
C 3.7404 -0.7085 4.7431
C -1.9738 1.1845 2.1645
C 2.4111 0.0498 -3.1946
C 2.7858 0.1867 4.2575
C -1.2674 -0.0142 1.9436
C 4.6574 -1.3055 3.8686
C 3.7298 -0.0050 2.0407
C -4.2043 0.3628 -0.8893
C -5.1766 1.3705 -0.9181
C -3.4274 -1.1887 2.3114
C 4.6411 -0.9538 2.5128
C 3.6874 -0.9950 -4.9940
C -3.2993 1.1981 2.5671
C 2.1342 -1.2195 -2.6931
C -3.4656 2.9455 -1.5856
C 0.9308 -1.0175 1.0295
C 3.2024 -2.2616 -4.6099
C -2.0400 -3.3601 -0.9719
C 3.2510 0.1522 -4.3205
C 0.0873 -0.0650 1.6076
C 2.7110 0.4362 2.8882
C -2.0171 -1.3009 2.0085
C 2.4278 -2.3642 -3.4356
H 4.4010 -0.9385 -5.8165
H -4.5116 -0.6612 -0.6509
H -5.0491 0.0107 3.0583
H -2.1231 -0.1647 -1.1951
H -1.4632 2.1445 2.0193
H -1.5258 -2.1240 2.5778
H -3.7888 2.1487 2.8166
H 3.7483 -0.9633 5.8035
H 5.3139 -1.4432 1.8108
H -3.2109 3.9314 -1.9671
H 1.6924 -1.3265 -1.6958
H -6.2287 1.1414 -0.6982
H 3.4333 -3.1573 -5.1871
H 3.5850 1.1203 -4.6796
H 5.3752 -2.0440 4.2311
H 3.7820 0.3620 1.0200
H 2.0789 0.6573 4.9395
H -5.5381 3.4749 -1.3253
H -3.9944 -2.1172 2.2238
H 2.0748 -3.3449 -3.0947

* multiplicity: 1
* E_LUMO: -0.180 eV
* total charge: -1
* gap between HOMO and LUMO: 5.3468 eV
* energy relative to the best compared isomer or geometry (same formula, charge and spin): 183.7 kJ/mol
* E_HOMO: -5.5 eV
* max |F|: 3.15 eV/Å

Atom charges from the Mulliken analysis, given in e for atoms 1 to 8:
1. S 1.251
2. S 1.076
3. S -0.183
4. S 1.047
5. F -0.229
6. F -0.209
7. F -0.208
8. O -0.512



No. 3
A molecular structure, C27H20N5O2PtS2 in a non-equilibrium geometry. Source: OMol25; level of theory: ωB97M-V/def2-TZVPD.

CARTESIAN COORDINATES (ANGSTROEM)
Pt -0.3671 -0.7371 -0.6470
S -2.1209 -2.1302 -1.4763
S -3.0831 -0.4988 -3.9294
O -5.1436 1.3991 4.8895
O -4.5757 2.9790 3.4496
N 1.0085 0.8539 -0.0500
N 1.0252 -2.5807 -0.5434
N 1.7672 2.9141 0.2015
N -0.5233 -1.3159 1.2578
N -0.8819 -0.1630 -2.5957
C 1.5780 -4.3273 1.0003
C 2.7492 2.0915 0.7004
C -1.9089 -0.9399 3.2574
C -2.0574 0.8686 -4.3118
C 4.7338 1.2541 1.6619
C -2.8810 -0.1781 3.8694
C 2.3564 -4.9185 0.0462
C -4.4329 1.8579 3.8537
C 3.0017 -0.3064 0.9920
C 0.8846 -3.1254 0.6998
C 0.0470 -2.4705 1.6096
C -3.0301 1.2319 1.9327
C -2.0746 0.4714 1.3122
C 2.4590 -4.3334 -1.2250
C 1.7710 -3.1611 -1.4650
C -0.9136 0.8759 -3.4886
C 4.2346 -0.0467 1.5494
C -2.2818 1.8648 -5.2453
C -3.4487 0.9247 3.2292
C 2.2517 0.7795 0.5490
C -0.2248 2.9006 -4.5265
C -1.3612 2.8900 -5.3307
C 4.0026 2.3448 1.2435
C -1.4779 -0.6331 1.9573
C 0.7621 2.1338 -0.2255
C -1.9610 -0.9290 -2.6851
C 0.0213 1.8973 -3.6139
H -5.0157 0.4568 5.0609
H 0.4760 3.7128 -4.6169
H 1.7823 3.9214 0.1949
H -3.1597 1.8391 -5.8714
H 2.8879 -5.8326 0.2660
H -3.4769 2.0806 1.4384
H -0.1320 2.5374 -0.6657
H -0.1446 -2.9092 2.5769
H 1.4664 -4.7456 1.9882
H 4.8323 -0.8693 1.9076
H 0.9119 1.8860 -3.0039
H -3.1772 -0.4377 4.8761
H -1.5258 3.6933 -6.0290
H -1.4752 -1.7770 3.7812
H 4.3925 3.3450 1.3385
H 3.0554 -4.7818 -1.9990
H 1.8318 -2.6710 -2.4263
H -1.7714 0.7208 0.2892
H 2.6253 -1.3104 0.9021
H 5.7121 1.4036 2.0890

* multiplicity: 1
* E_LUMO: -4.431 eV
* total charge: +1
* gap between HOMO and LUMO: 5.7622 eV
* energy relative to the best compared isomer or geometry (same formula, charge and spin): 163.7 kJ/mol
* E_HOMO: -10.2 eV
* max |F|: 4.24 eV/Å

Atom charges from the Mulliken analysis, given in e for atoms 1 to 8:
1. Pt 1.255
2. S -0.459
3. S -0.208
4. O -0.459
5. O -0.531
6. N -0.078
7. N 0.057
8. N -0.038



No. 4
A molecular structure, C27H21CoN3PSe2 in a non-equilibrium geometry. Source: OMol25; level of theory: ωB97M-V/def2-TZVPD.

CARTESIAN COORDINATES (ANGSTROEM)
Se 0.1500 0.0184 -1.8899
Se 0.0503 -0.8122 1.7335
Co -0.2866 1.0981 0.3515
P 0.3830 -1.5174 -0.3188
N 1.5493 1.8927 0.4777
N -2.2799 0.9910 0.1656
N -0.7482 2.9358 0.7011
C -5.0503 1.1173 0.0841
C 2.7095 1.2844 0.2443
C -4.3073 2.2261 0.4591
C -2.9990 -0.0597 -0.2211
C 2.8823 -2.3668 0.6747
C -1.7428 -4.3833 -2.2925
C 3.8337 -3.0723 -1.8363
C -2.0359 3.2551 0.8294
C -0.8431 -3.3806 -1.9753
C 0.2274 3.7883 1.0141
C 4.1805 -2.8392 0.5295
C 3.9523 3.2367 0.8183
C -0.7599 -2.8981 -0.6680
C 4.6569 -3.1919 -0.7231
C -1.4060 5.4353 1.5466
C 1.5679 3.1913 0.8479
C 2.7469 3.8870 1.0345
C -2.4072 4.5214 1.2503
C -2.5872 -4.8965 -1.3156
C -1.5993 -3.4236 0.3087
C -0.0710 5.0716 1.4408
C 2.0582 -2.2344 -0.4378
C 2.5461 -2.5842 -1.6980
C -4.3829 -0.0388 -0.2749
C -2.9289 2.1324 0.4812
C -2.5143 -4.4165 -0.0177
C 3.9305 1.9185 0.4029
H 0.7118 5.7729 1.6886
H 4.2001 -3.3485 -2.8161
H 4.8190 -2.9245 1.3988
H -1.6676 6.4333 1.8703
H 2.6606 0.2555 -0.0828
H -1.7939 -4.7567 -3.3066
H 4.8397 1.3718 0.1985
H -6.1305 1.1642 0.0643
H -3.1735 -4.8082 0.7457
H 2.7248 4.9245 1.3342
H -4.7939 3.1542 0.7209
H -3.4475 4.7933 1.3494
H -1.5356 -3.0580 1.3255
H -3.3020 -5.6679 -1.5704
H -0.2216 -2.9610 -2.7547
H 5.6691 -3.5572 -0.8366
H 1.9310 -2.4567 -2.5784
H -2.4496 -0.9478 -0.4995
H 2.5078 -2.1029 1.6556
H -4.9121 -0.9240 -0.5966
H 4.8885 3.7582 0.9630

* multiplicity: 2
* E_LUMO (spin up / spin down): -3.474 / -3.546 eV
* total charge: +1
* gap between HOMO and LUMO (spin up / spin down): 7.0626 / 7.1195 eV
* E_HOMO (spin up / spin down): -10.5 / -10.7 eV
* max |F|: 1.56 eV/Å

Atom charges from the Mulliken analysis, given in e for atoms 1 to 8:
1. Se -0.288
2. Se -0.400
3. Co -0.720
4. P 0.138
5. N 0.725
6. N 0.726
7. N -0.150
8. C -0.544